This record from the OMol25 dataset describes a molecular structure, C38H47Cl45N5O5P4S2. The level of theory is the ωB97M-V functional and the def2-TZVPD basis.

Properties
E_LUMO = -4.23 eV
net charge = +1
strongest force on any atom = 8.18 eV/A

Geometry as XYZ:
```
146
Properties=species:S:1:pos:R:3:forces:R:3:lowdin_charge:R:1
C 4.471554 4.970711 1.186411 0.500 -0.082 -0.841 -0.1271
C 3.458128 4.728610 -0.124609 1.680 2.477 0.538 -0.2782
N 3.226117 3.261535 -0.393367 -0.931 0.078 1.945 -0.2317
P 3.771543 2.712240 -2.040690 -0.668 -3.160 0.708 0.8464
P 2.865488 4.093569 -3.502714 2.480 7.289 -2.748 0.5673
O 3.925075 5.297910 -3.661271 -3.606 -4.437 0.680 -0.5051
O 1.381433 4.827735 -2.909391 2.474 -0.856 -0.597 -0.2666
O 2.644269 3.387455 -5.085940 0.425 0.561 3.154 -0.2325
C 2.675612 2.432710 0.565547 0.623 -1.108 -1.388 -0.2266
N 2.178224 2.800650 1.923709 -1.548 -2.452 -4.108 -0.1542
P 1.013066 4.116535 2.061915 -0.158 3.928 1.595 0.3938
S 1.707431 5.559149 3.236977 -0.622 -1.100 -1.084 0.1637
C 1.322876 1.575078 2.334296 -1.639 -1.859 1.172 -0.1613
C 0.339236 1.075991 1.072190 0.124 -0.673 0.667 -0.1827
C -0.895251 0.103220 1.593105 -1.044 1.564 1.178 -0.1765
C -2.009092 1.141592 2.289461 0.685 0.888 0.114 -0.4387
S -3.768349 0.482130 1.955460 -0.845 1.475 -0.789 0.8253
C -4.804043 1.821598 1.144979 -2.409 6.308 -4.480 -0.4161
N -4.470629 2.854085 0.081074 -2.310 -2.493 2.776 -0.0548
N -5.563884 3.664011 -0.287747 -2.826 -3.314 4.640 -0.0272
C -6.778359 3.260750 0.558902 7.528 -1.260 -1.951 -0.0181
O -6.247151 2.146022 1.364738 0.198 0.671 -0.233 -0.1730
C 1.393203 0.305175 0.022102 -4.314 -0.358 -0.754 -0.3559
C 1.015223 0.583181 -1.587934 -1.127 0.582 -5.010 -0.0723
C 0.108515 1.833240 -2.137976 1.297 -1.863 -2.540 -0.0243
C -0.211134 2.115280 -3.755838 2.136 -3.106 0.403 -0.0533
C 0.361379 1.116500 -4.941417 0.992 -0.608 4.905 -0.0335
C 1.297664 -0.126307 -4.422337 -1.181 4.039 1.872 -0.2309
C 1.620816 -0.375175 -2.822759 -1.445 2.852 -0.636 -0.1045
C 1.145896 -1.273766 0.415018 0.129 -5.468 1.479 -0.0877
C 0.215922 -2.321427 -0.502806 1.136 -1.067 1.816 0.0031
C -0.071232 -3.889386 -0.148477 3.728 2.721 0.936 -0.2520
C 0.532114 -4.585497 1.226375 3.345 4.580 -0.755 -0.2116
C 1.426843 -3.600001 2.185180 -1.204 0.844 -3.427 -0.1470
C 1.725454 -2.008255 1.802622 -2.059 -1.819 -2.282 -0.0247
N 2.662878 0.942537 0.203140 0.882 1.784 1.603 -0.2668
P 4.208822 0.228654 0.388905 2.886 -0.523 1.307 0.9347
C 4.380280 -1.608290 -0.240124 0.334 -0.417 -0.656 -0.2413
O 4.442640 0.016684 2.148572 0.789 0.477 -1.963 -0.3848
H 5.578400 5.065029 0.748811 -2.469 -0.070 0.965 0.0996
H 4.144565 5.963582 1.714603 0.770 -2.143 -0.940 0.0576
H 4.497914 4.056920 1.916472 -0.371 1.914 -1.314 0.0307
H 4.075125 5.205858 -1.030245 -1.638 -1.393 1.748 0.0788
H 2.481682 5.386310 -0.064323 1.777 -1.719 0.080 0.0916
H 5.223727 2.872398 -2.063712 -1.135 1.174 0.224 -0.0254
H 1.577048 5.785771 -2.612940 0.154 -2.060 -1.042 0.0750
H 3.514848 3.246961 -5.562104 -1.011 0.544 1.117 0.0889
H -0.266180 3.750213 2.687862 1.222 -0.584 -1.093 0.0137
H 0.605670 4.668480 0.761163 0.426 -1.193 0.755 0.0107
H 0.593811 1.839417 3.242655 1.915 -0.245 -1.951 0.1299
H 2.009518 0.720111 2.742011 -1.167 1.700 -1.062 0.1227
H -0.192939 1.998820 0.611929 1.170 -1.426 0.556 0.1004
H -0.585968 -0.613218 2.484656 -0.466 1.247 -2.324 0.1211
H -1.483782 -0.429758 0.733762 1.616 0.858 1.564 0.1129
H -1.790612 1.225809 3.455267 -0.867 -0.206 -2.426 0.0944
H -1.984882 2.215649 1.829036 0.002 -1.997 0.784 0.0729
H -7.852298 3.749639 0.523041 2.418 -1.701 0.474 0.1489
H -0.351513 2.634139 -1.424677 0.905 -1.754 -1.393 0.0763
H -0.862740 3.050971 -4.076841 1.523 -2.209 0.986 0.1018
H 0.122805 1.271944 -6.099568 0.590 -0.318 2.976 0.1129
H 1.743741 -0.877178 -5.235442 -0.752 2.736 1.960 0.0437
H 2.315452 -1.322635 -2.609504 -1.722 2.609 -0.237 0.0626
H -0.292045 -1.904764 -1.499756 1.289 -0.997 2.461 0.0996
H -0.747358 -4.566309 -0.845666 2.193 2.083 1.022 -0.0023
H 0.301693 -5.706111 1.506216 1.218 2.585 -0.739 0.0964
H 1.860549 -4.031305 3.210763 -0.886 1.105 -2.876 0.0654
H 2.346669 -1.419394 2.594383 -1.131 -1.164 -1.730 0.0755
H 3.492118 -1.958239 -0.904444 1.597 0.443 1.401 0.0315
H 5.363708 -1.589935 -0.914918 -2.163 0.202 1.412 0.0210
H 4.615741 -2.337293 0.649669 -0.880 1.548 -1.619 0.0740
H 5.389046 0.329071 2.311941 -1.902 -0.454 -0.300 0.0299
C 1.231163 -4.196117 -3.996649 -0.352 -0.412 -0.047 -1.4582
Cl 0.091992 -5.175346 -4.936256 0.087 -0.004 0.157 0.5356
Cl 2.901832 -4.615793 -4.411704 -0.250 -0.073 0.081 0.5168
Cl 0.937804 -2.469708 -4.267200 -0.610 -3.456 0.110 0.6699
H 1.075720 -4.409786 -2.936068 0.088 0.057 -0.280 0.0009
C -3.327351 -4.801597 1.838442 -0.867 -0.483 0.068 -1.4178
Cl -3.420283 -3.888011 3.353758 0.021 -0.011 -0.260 0.5247
Cl -1.699296 -4.695954 1.147203 -4.392 0.984 2.996 0.6354
Cl -3.782207 -6.493551 2.103288 -0.096 0.131 0.034 0.5362
H -4.032353 -4.362638 1.127853 0.176 -0.128 0.226 0.0314
C -2.606655 -7.942611 -1.685527 0.048 -0.369 -0.375 -1.4829
Cl -1.895311 -6.585068 -0.796412 -0.416 -1.070 -0.723 0.5438
Cl -2.220213 -9.478011 -0.890074 -0.042 0.324 -0.152 0.5190
Cl -4.361165 -7.740836 -1.829500 0.261 0.039 0.026 0.5310
H -2.178145 -7.958187 -2.690905 -0.177 -0.021 0.324 0.0206
C -8.257593 0.227994 -1.139308 0.107 -0.016 -0.142 -1.5297
Cl -8.044159 -1.300677 -0.269210 0.028 0.206 -0.059 0.5252
Cl -8.427410 -0.064646 -2.878577 0.043 0.095 0.350 0.5072
Cl -9.664081 1.107307 -0.516133 0.162 -0.017 0.019 0.5141
H -7.368246 0.842750 -0.978727 -0.289 -0.178 -0.035 -0.0046
C -12.555570 3.829581 -1.613725 -0.124 -0.067 -0.013 -1.5472
Cl -13.535515 4.203136 -3.041880 0.164 -0.101 0.206 0.5241
Cl -10.923394 4.496968 -1.787310 -0.107 -0.084 0.009 0.4891
Cl -13.330144 4.453574 -0.147296 0.118 -0.129 -0.164 0.5172
H -12.475782 2.743082 -1.525383 -0.015 0.372 -0.042 0.0061
C 6.141666 4.001463 4.945077 0.040 0.308 0.295 -1.5227
Cl 6.474219 4.052881 6.684682 -0.086 -0.027 -0.348 0.5221
Cl 6.324542 2.351634 4.325273 0.040 0.050 -0.017 0.5195
Cl 4.515607 4.617456 4.604153 0.279 -0.152 0.094 0.5036
H 6.866394 4.642613 4.436802 -0.201 -0.248 0.181 0.0000
C -0.441570 -3.133329 6.206078 -0.158 -0.085 0.240 -1.5010
Cl -1.167204 -1.586370 6.674941 0.088 -0.107 -0.036 0.5152
Cl -1.580590 -4.462859 6.479055 0.232 0.199 -0.008 0.5294
Cl 0.070956 -3.091443 4.510404 -0.351 0.168 0.687 0.5850
H 0.440834 -3.302526 6.828480 -0.304 0.073 -0.220 0.0226
C -6.497497 -1.060977 -6.150066 0.021 0.056 -0.036 -1.5372
Cl -5.794145 -1.879742 -4.744940 -0.027 0.110 -0.147 0.4988
Cl -5.979636 -1.846549 -7.651475 -0.052 0.147 0.190 0.5205
Cl -8.265685 -1.039618 -6.036912 0.216 0.018 -0.095 0.5029
H -6.140610 -0.027942 -6.161045 -0.135 -0.365 0.012 0.0200
C -2.927004 -13.370437 -0.139494 -0.014 -0.071 0.126 -1.5161
Cl -3.906948 -12.996882 -1.567648 0.104 -0.068 0.168 0.5149
Cl -1.294828 -12.703050 -0.313079 -0.070 -0.142 0.002 0.4990
Cl -3.701578 -12.746443 1.326935 0.426 -0.256 -0.526 0.4795
H -2.847215 -14.456935 -0.051151 -0.010 0.386 -0.051 0.0203
C 7.189432 6.113555 -5.521106 -0.013 0.204 -0.078 -1.5290
Cl 7.096501 7.027142 -4.005790 -0.018 -0.110 -0.151 0.5166
Cl 8.817487 6.219199 -6.212345 -0.288 -0.024 0.088 0.5307
Cl 6.734577 4.421601 -5.256261 0.075 0.021 -0.071 0.4983
H 6.484430 6.552515 -6.231695 0.223 -0.179 0.272 0.0240
C 6.413076 -1.168493 -3.993222 0.248 -0.245 -0.214 -1.5097
Cl 5.615309 0.280951 -3.359078 -0.038 -0.130 -0.057 0.4721
Cl 7.692139 -1.706931 -2.891578 -0.182 0.118 -0.155 0.5401
Cl 5.232628 -2.463522 -4.256256 0.167 0.385 0.087 0.4995
H 6.869275 -0.917912 -4.954336 -0.149 -0.060 0.340 0.0237
C -7.215370 -11.169072 1.949351 -0.046 0.015 -0.050 -1.5190
Cl -8.055357 -10.004252 2.987174 0.067 -0.160 -0.141 0.5211
Cl -6.241397 -10.327862 0.731453 -0.146 -0.072 0.090 0.4945
Cl -6.200119 -12.248619 2.920736 -0.531 0.174 0.182 0.4881
H -7.965330 -11.773719 1.433007 0.275 0.204 0.191 0.0222
C -6.274639 0.488120 5.269384 -0.190 -0.006 -0.012 -1.5311
Cl -4.506151 0.597209 5.272611 -0.116 0.005 0.233 0.4833
Cl -6.794069 -1.199492 5.416666 0.096 0.240 -0.083 0.5250
Cl -6.960602 1.466631 6.577710 0.102 -0.110 -0.235 0.5301
H -6.642112 0.879732 4.317411 0.147 -0.126 0.290 0.0093
C 4.613076 9.126805 -1.501424 0.053 0.326 0.073 -1.5188
Cl 3.815309 10.576249 -0.867280 0.149 -0.244 -0.142 0.5401
Cl 5.892139 8.588367 -0.399781 -0.141 -0.002 -0.182 0.5200
Cl 3.432628 7.831776 -1.764459 0.134 0.138 -0.027 0.5508
H 5.069275 9.377386 -2.462539 -0.180 -0.150 0.300 0.0159
C 10.380531 4.765290 7.070681 0.033 -0.040 0.207 -1.5281
Cl 9.925586 3.106028 7.494159 0.144 0.189 -0.066 0.5080
Cl 9.706673 5.211936 5.493989 0.151 0.008 0.016 0.5087
Cl 9.839245 5.897264 8.321837 0.104 -0.157 -0.203 0.5229
H 11.470393 4.817936 7.006829 -0.395 -0.009 -0.011 0.0199
```
Forces are in eV/Å.



This record from the OMol25 dataset describes 2 unconnected molecules or ions with the total composition CH3FOS. The level of theory is the ωB97M-V functional and the def2-TZVPD basis.

Properties
E_LUMO = 0.33 eV
ΔE to the lowest compared entry with this formula, charge and spin = 50.3 kcal per mole
strongest force on any atom = 5.46 eV/A

Geometry as XYZ:
```
7
Properties=species:S:1:pos:R:3:forces:R:3:nbo_charge:R:1
C 1.879907 0.955419 0.578163 4.303 -0.338 3.348 0.5331
O 0.971984 1.309844 -0.161352 -2.204 -0.022 -1.738 -0.6517
F 1.911641 -0.397635 0.908491 -1.173 1.155 -1.183 -0.3909
S -1.481614 -0.834775 -0.845168 -0.692 -0.144 0.991 -0.3244
H -1.680429 0.251998 0.000691 -0.188 -1.207 -0.456 0.1602
H 0.415624 0.570251 -0.446874 -0.714 -0.861 -0.380 0.4877
H -2.017113 -1.855102 -0.033951 0.667 1.416 -0.582 0.1860
```
Forces are in eV/Å.